# 1
ORCA calculation (the ωB97M-V functional and the def2-TZVPD basis) on a 2-piece molecular cluster, C9H14O overall.

## Properties
SMILES	Cc1ccc(O)cc1.CC
HOMO level	-8.42	eV
orbital gap	9.2	eV
energy relative to the best compared isomer or geometry (same formula, charge and spin)	8.5	kcal per mole
E_tot	-426.559198	Eh
charge	0

Cartesian coordinates (Å):
C1 -1.741 -0.745 3.007
C2 -0.707 0.078 2.324
C3 -0.909 0.535 1.032
C4 0.147 1.092 0.319
C5 1.361 1.281 0.960
O1 2.453 1.736 0.255
C6 1.551 0.913 2.276
C7 0.485 0.342 2.964
H1 -1.824 -0.585 4.081
H2 -1.663 -1.830 2.906
H3 -2.738 -0.473 2.659
H4 -1.842 0.329 0.529
H5 0.009 1.460 -0.688
H6 2.169 1.948 -0.642
H7 2.487 0.991 2.813
H8 0.641 0.045 3.992
C8 0.533 -1.219 -3.094
C9 -0.460 -0.573 -4.057
H9 1.120 -0.412 -2.739
H10 -0.010 -1.682 -2.296
H11 1.195 -1.953 -3.538
H12 -1.048 0.221 -3.643
H13 -0.028 -0.199 -4.986
H14 -1.180 -1.300 -4.433

=====

# 2
ORCA calculation (the ωB97M-V functional and the def2-TZVPD basis) on a 2-piece molecular cluster, C9H14O overall.

## Properties
SMILES	Cc1ccc(O)cc1.CC
HOMO level	-8.02	eV
orbital gap	8.9	eV
energy relative to the best compared isomer or geometry (same formula, charge and spin)	59.0	kcal per mole
E_tot	-426.478817	Eh
charge	0

Cartesian coordinates (Å):
C1 1.136 1.165 2.926
C2 0.118 0.547 2.036
C3 -0.110 -0.899 2.061
C4 -1.104 -1.369 1.220
C5 -1.615 -0.506 0.190
O1 -2.639 -0.993 -0.529
C6 -1.295 0.896 0.149
C7 -0.481 1.373 1.108
H1 0.990 2.192 2.845
H2 2.233 0.927 2.520
H3 0.993 0.996 4.040
H4 0.209 -1.371 3.058
H5 -1.251 -2.359 1.447
H6 -2.687 -1.942 -0.542
H7 -1.782 1.520 -0.615
H8 -0.430 2.409 0.959
C8 1.299 -0.062 -2.272
C9 0.513 -0.723 -3.392
H9 1.113 0.984 -2.243
H10 1.461 -0.317 -1.223
H11 2.333 -0.309 -2.624
H12 -0.456 -0.855 -2.999
H13 1.073 -1.469 -3.961
H14 0.378 0.163 -4.159

=====

# 3
ORCA calculation (the ωB97M-V functional and the def2-TZVPD basis) on a 2-piece molecular cluster, C9H14O overall.

## Properties
SMILES	Cc1ccc(O)cc1.CC
HOMO level	-8.33	eV
orbital gap	9.2	eV
energy relative to the best compared isomer or geometry (same formula, charge and spin)	50.7	kcal per mole
E_tot	-426.491927	Eh
charge	0

Cartesian coordinates (Å):
C1 -0.708 -2.413 0.742
C2 -1.166 -1.029 0.974
C3 -0.731 -0.238 2.001
C4 -0.882 1.166 1.898
C5 -1.248 1.687 0.682
O1 -1.231 3.072 0.405
C6 -1.795 0.983 -0.364
C7 -1.768 -0.389 -0.265
H1 -1.565 -2.936 0.118
H2 -0.624 -3.030 1.576
H3 0.206 -2.374 0.052
H4 0.028 -0.652 2.882
H5 -0.749 1.820 2.821
H6 -0.671 3.666 1.046
H7 -2.212 1.639 -1.167
H8 -2.064 -0.957 -1.079
C8 2.394 0.518 -2.080
C9 1.931 -0.547 -1.005
H9 2.632 0.104 -3.019
H10 1.575 1.280 -2.183
H11 3.156 1.225 -1.679
H12 2.714 -0.811 -0.253
H13 1.813 -1.582 -1.435
H14 0.961 -0.203 -0.668

=====

# 4
ORCA calculation (the ωB97M-V functional and the def2-TZVPD basis) on a 2-piece molecular cluster, C9H14O overall.

## Properties
SMILES	Cc1ccc(O)cc1.CC
HOMO level	-8.81	eV
orbital gap	9.7	eV
energy relative to the best compared isomer or geometry (same formula, charge and spin)	10.2	kcal per mole
E_tot	-426.556574	Eh
charge	0

Cartesian coordinates (Å):
C1 0.277 -2.575 0.554
C2 -0.201 -1.671 -0.548
C3 -0.462 -0.338 -0.328
C4 -0.831 0.457 -1.416
C5 -0.889 -0.078 -2.685
O1 -1.299 0.732 -3.749
C6 -0.562 -1.402 -2.920
C7 -0.250 -2.212 -1.832
H1 -0.137 -2.386 1.549
H2 1.327 -2.396 0.701
H3 0.131 -3.626 0.336
H4 -0.290 0.100 0.645
H5 -1.027 1.516 -1.284
H6 -2.180 0.435 -4.037
H7 -0.512 -1.807 -3.922
H8 -0.159 -3.278 -1.944
C8 1.226 2.256 1.907
C9 0.583 2.385 3.286
H9 0.468 1.835 1.286
H10 1.597 3.201 1.509
H11 2.081 1.587 1.947
H12 1.213 2.747 4.088
H13 0.151 1.438 3.614
H14 -0.256 3.079 3.244

=====

# 5
ORCA calculation (the ωB97M-V functional and the def2-TZVPD basis) on a 2-piece molecular cluster, C9H14O overall.

## Properties
SMILES	Cc1ccc(O)cc1.CC
HOMO level	-8.34	eV
orbital gap	9.2	eV
energy relative to the best compared isomer or geometry (same formula, charge and spin)	23.7	kcal per mole
E_tot	-426.535023	Eh
charge	0

Cartesian coordinates (Å):
C1 0.223 0.945 -2.384
C2 0.095 0.866 -0.893
C3 -1.001 0.340 -0.257
C4 -1.097 0.295 1.133
C5 -0.131 0.941 1.875
O1 -0.021 0.683 3.205
C6 0.955 1.608 1.229
C7 0.957 1.684 -0.166
H1 0.914 0.193 -2.776
H2 -0.793 0.823 -2.812
H3 0.660 1.861 -2.757
H4 -1.788 -0.243 -0.822
H5 -1.963 -0.174 1.563
H6 0.793 1.044 3.564
H7 1.685 2.206 1.751
H8 1.817 2.167 -0.628
C8 -0.795 -3.167 -1.368
C9 0.649 -2.766 -1.491
H9 -1.279 -3.419 -2.296
H10 -0.864 -3.999 -0.642
H11 -1.490 -2.366 -1.080
H12 0.795 -1.719 -1.743
H13 1.403 -2.913 -0.738
H14 1.091 -3.452 -2.237

=====

# 6
ORCA calculation (the ωB97M-V functional and the def2-TZVPD basis) on a 2-piece molecular cluster, C9H14O overall.

## Properties
SMILES	Cc1ccc(O)cc1.CC
HOMO level	-8.24	eV
orbital gap	9.1	eV
energy relative to the best compared isomer or geometry (same formula, charge and spin)	39.1	kcal per mole
E_tot	-426.510509	Eh
charge	0

Cartesian coordinates (Å):
C1 1.121 -0.915 1.870
C2 -0.015 -1.302 0.851
C3 -1.275 -1.634 1.266
C4 -2.372 -1.895 0.418
C5 -2.042 -1.830 -0.966
O1 -2.952 -1.978 -1.919
C6 -0.739 -1.663 -1.393
C7 0.223 -1.215 -0.546
H1 1.562 -0.142 1.439
H2 1.790 -1.756 2.112
H3 0.701 -0.531 2.755
H4 -1.346 -1.860 2.331
H5 -3.360 -2.210 0.726
H6 -3.855 -1.679 -1.722
H7 -0.445 -1.843 -2.348
H8 1.134 -0.798 -1.051
C8 2.152 2.793 -0.883
C9 0.896 2.995 -0.059
H9 2.100 3.617 -1.611
H10 3.007 3.064 -0.409
H11 2.166 1.721 -1.230
H12 0.792 2.132 0.572
H13 0.011 3.027 -0.778
H14 0.749 3.900 0.574

=====

# 7
ORCA calculation (the ωB97M-V functional and the def2-TZVPD basis) on a 2-piece molecular cluster, C9H14O overall.

## Properties
SMILES	Cc1ccc(O)cc1.CC
HOMO level	-8.36	eV
orbital gap	9.3	eV
energy relative to the best compared isomer or geometry (same formula, charge and spin)	16.9	kcal per mole
E_tot	-426.545892	Eh
charge	0

Cartesian coordinates (Å):
C1 -2.450 -1.909 -0.638
C2 -1.644 -0.653 -0.763
C3 -0.457 -0.546 -1.470
C4 0.417 0.541 -1.278
C5 0.160 1.410 -0.251
O1 0.988 2.445 0.181
C6 -1.038 1.371 0.490
C7 -1.912 0.355 0.209
H1 -3.275 -1.791 0.061
H2 -1.791 -2.686 -0.228
H3 -2.665 -2.315 -1.629
H4 -0.256 -1.307 -2.218
H5 1.253 0.572 -1.965
H6 1.822 2.298 -0.265
H7 -1.325 2.129 1.196
H8 -2.945 0.323 0.533
C8 2.887 -0.750 1.814
C9 1.860 -1.486 0.972
H9 2.608 -0.756 2.867
H10 3.876 -1.230 1.858
H11 3.147 0.227 1.391
H12 0.863 -1.096 1.183
H13 2.090 -1.399 -0.092
H14 1.924 -2.568 1.173

=====

# 8
ORCA calculation (the ωB97M-V functional and the def2-TZVPD basis) on a 2-piece molecular cluster, C9H14O overall.

## Properties
SMILES	Cc1ccccc1.CCO
HOMO level	-8.67	eV
orbital gap	9.6	eV
energy relative to the best compared isomer or geometry (same formula, charge and spin)	38.3	kcal per mole
E_tot	-426.511822	Eh
charge	0

Cartesian coordinates (Å):
C1 -2.821 -1.260 -1.359
C2 -1.766 -1.472 -0.318
C3 -2.072 -1.402 1.070
C4 -1.139 -1.459 2.093
C5 0.193 -1.292 1.710
C6 0.495 -1.450 0.375
C7 -0.410 -1.686 -0.624
H1 -3.331 -0.288 -1.087
H2 -3.798 -1.817 -1.228
H3 -2.569 -1.306 -2.422
H4 -3.127 -1.517 1.288
H5 -1.540 -1.447 3.093
H6 0.968 -1.056 2.418
H7 1.554 -1.568 0.180
H8 -0.124 -1.929 -1.668
C8 2.771 1.634 -0.222
C9 1.757 2.649 -0.875
O1 0.816 3.083 0.053
H9 3.146 0.803 -0.819
H10 2.165 1.410 0.715
H11 3.741 2.116 -0.020
H12 2.430 3.445 -1.274
H13 1.364 2.189 -1.771
H14 1.295 3.619 0.694

=====

# 9
ORCA calculation (the ωB97M-V functional and the def2-TZVPD basis) on a 2-piece molecular cluster, C9H14O overall.

## Properties
SMILES	Cc1ccc(O)cc1.CC
HOMO level	-8.36	eV
orbital gap	9.2	eV
energy relative to the best compared isomer or geometry (same formula, charge and spin)	26.9	kcal per mole
E_tot	-426.529970	Eh
charge	0

Cartesian coordinates (Å):
C1 -0.627 -0.839 2.029
C2 0.256 -0.865 0.751
C3 1.619 -0.679 0.735
C4 2.322 -1.048 -0.392
C5 1.636 -1.469 -1.529
O1 2.434 -1.557 -2.648
C6 0.224 -1.572 -1.560
C7 -0.456 -1.311 -0.376
H1 -1.445 -0.113 1.807
H2 -0.185 -0.113 2.697
H3 -0.847 -1.885 2.247
H4 2.122 -0.350 1.658
H5 3.319 -0.667 -0.633
H6 1.832 -1.792 -3.364
H7 -0.274 -1.895 -2.474
H8 -1.492 -1.606 -0.366
C8 -1.669 1.934 -0.445
C9 -0.945 2.504 0.753
H9 -1.889 2.766 -1.132
H10 -1.047 1.246 -0.966
H11 -2.599 1.415 -0.233
H12 -0.388 1.738 1.296
H13 -1.674 2.836 1.514
H14 -0.228 3.322 0.630

=====

# 10
ORCA calculation (the ωB97M-V functional and the def2-TZVPD basis) on a 2-piece molecular cluster, C9H14O overall.

## Properties
SMILES	Cc1ccc(O)cc1.CC
HOMO level	-8.57	eV
orbital gap	9.4	eV
energy relative to the best compared isomer or geometry (same formula, charge and spin)	19.8	kcal per mole
E_tot	-426.541224	Eh
charge	0

Cartesian coordinates (Å):
C1 -3.937 -0.417 -0.312
C2 -2.436 -0.353 -0.282
C3 -1.754 0.869 -0.333
C4 -0.386 0.916 -0.580
C5 0.397 -0.216 -0.453
O1 1.732 -0.122 -0.770
C6 -0.249 -1.449 -0.366
C7 -1.645 -1.489 -0.362
H1 -4.373 -1.113 0.396
H2 -4.280 -0.612 -1.327
H3 -4.279 0.546 0.012
H4 -2.329 1.746 -0.618
H5 0.030 1.911 -0.672
H6 2.048 -0.989 -1.045
H7 0.331 -2.359 -0.269
H8 -1.987 -2.494 -0.566
C8 4.022 0.558 1.349
C9 2.737 1.351 1.411
H9 4.215 0.291 0.308
H10 4.886 1.124 1.665
H11 4.057 -0.361 1.935
H12 2.714 2.175 0.694
H13 2.442 1.717 2.381
H14 1.916 0.730 1.060

=====

# 11
ORCA calculation (the ωB97M-V functional and the def2-TZVPD basis) on a 2-piece molecular cluster, C9H14O overall.

## Properties
HOMO level (spin up / spin down)	-14.39 / -14.42	eV
orbital gap (spin up / spin down)	10.4 / 6.4	eV
2S+1	2
energy relative to the best compared isomer or geometry (same formula, charge and spin)	71.5	kcal per mole
E_tot	-426.162363	Eh
charge	+1

Cartesian coordinates (Å):
C1 0.372 1.204 4.276
C2 -0.326 2.336 3.417
H1 1.051 1.622 5.066
H2 -0.488 0.701 4.915
H3 0.932 0.368 3.791
H4 -1.281 2.535 3.800
H5 -0.669 2.004 2.384
H6 0.212 3.214 3.110
C3 -0.036 2.112 -0.181
C4 0.074 -1.833 -1.737
C5 -0.676 -0.995 -2.451
C6 0.579 -1.658 -0.418
C7 -0.684 0.372 -1.845
C8 0.544 -0.354 0.096
C9 -0.008 0.763 -0.732
O1 0.145 -2.980 -2.318
H7 -0.968 -1.284 -3.467
H8 1.021 -3.153 -2.573
H9 1.064 -2.517 0.224
H10 -1.278 1.158 -2.407
H11 0.859 -0.006 1.157
H12 -1.134 2.407 -0.097
H13 0.153 2.876 -0.836
H14 0.329 2.238 0.927

=====

# 12
ORCA calculation (the ωB97M-V functional and the def2-TZVPD basis) on C9H14O2SSi as an isolated structure.

## Properties
HOMO level (spin up / spin down)	-9.28 / -9.28	eV
orbital gap (spin up / spin down)	8.1 / 8.1	eV
energy relative to the best compared isomer or geometry (same formula, charge and spin)	0.0	kcal per mole
E_tot	-1189.500420	Eh
charge	0

Cartesian coordinates (Å):
C1 2.440 -1.596 -3.773
C2 1.113 -1.904 -4.040
C3 2.771 -0.418 -3.120
C4 0.112 -1.033 -3.653
C5 1.773 0.461 -2.736
C6 0.448 0.144 -3.000
C7 -2.766 -0.116 0.864
C8 0.158 -0.316 1.964
C9 -1.277 2.418 1.852
O1 -2.081 0.660 -2.814
O2 -0.312 0.909 -0.454
Si1 -1.067 0.750 0.947
S1 -0.832 1.294 -2.494
H1 3.218 -2.281 -4.074
H2 0.864 -2.826 -4.545
H3 3.804 -0.189 -2.910
H4 -0.930 -1.247 -3.839
H5 2.009 1.374 -2.212
H6 -3.573 0.552 1.150
H7 -2.974 -0.462 -0.145
H8 -2.813 -0.979 1.521
H9 0.295 -1.298 1.518
H10 1.130 0.164 2.013
H11 -0.208 -0.444 2.977
H12 -1.538 2.269 2.895
H13 -0.353 2.987 1.825
H14 -2.055 3.029 1.405